Entry from OMol25: a molecular structure, C10H12AuBrN3OSe (the ωB97M-V functional and the def2-TZVPD basis).

```
29
Properties=species:S:1:pos:R:3:mulliken_charge:R:1
C 1.04 3.23 1.82 -0.83
N 0.40 -2.09 -0.50 -0.65
H 3.11 -4.00 -1.04 0.32
H 4.16 -0.88 4.08 0.31
H 2.38 -1.65 -0.86 0.45
N 2.03 2.34 2.40 0.20
C 2.07 -3.76 -0.83 -0.44
C 3.95 1.53 3.10 -0.35
O 1.40 -6.07 -0.75 -0.48
N 2.94 0.63 3.35 0.15
H 0.66 2.81 0.89 0.30
C -0.50 -3.07 -0.38 0.35
H 0.21 3.36 2.52 0.36
C 3.10 -0.66 4.01 -0.88
C -0.21 -4.42 -0.46 -0.41
H 1.52 4.19 1.62 0.31
H -0.97 -5.17 -0.37 0.44
H 2.34 -6.22 -0.92 0.31
C 1.67 -2.45 -0.74 -0.56
H 2.60 -1.43 3.42 0.35
C 1.12 -4.77 -0.69 1.03
C 3.38 2.60 2.50 -0.35
H 2.66 -0.64 5.00 0.35
Se 0.08 0.31 3.08 -0.23
Au -0.24 -0.27 0.74 0.42
H 4.97 1.34 3.38 0.43
H 3.81 3.52 2.15 0.41
C 1.77 1.13 2.92 -0.15
Br -2.26 -2.51 -0.10 -0.16
```

Output
**Total charge**: +1
**HOMO-LUMO gap**: 8.5 eV
**LUMO**: -0.1092 Ha